{"formula": "CH3IO", "method": "ωB97M-V/def2-TZVPD", "species": ["O", "C", "I", "H", "H", "H"], "xyz": [[0.28, 1.20, -0.19], [-0.52, -0.33, -0.25], [-2.56, 0.08, 0.05], [0.18, 1.24, 0.72], [-0.16, -0.39, -1.30], [0.06, -0.81, 0.57]], "e_above_lowest_kcal_mol": 28.8, "homo_lumo_gap_ev": 10.04, "lumo_ev": 0.2, "e_homo_ev": -9.85, "largest_force_ev_per_a": 5.5}

---

{"formula": "CH3IO2S2", "method": "ωB97M-V/def2-TZVPD", "species": ["C", "O", "O", "S", "S", "I", "H", "H", "H"], "xyz": [[2.77, -1.03, 0.08], [-2.04, 1.02, -1.65], [2.59, 0.14, 0.16], [-2.99, 1.35, 1.08], [-1.47, 0.81, -0.35], [-1.39, -1.58, 0.12], [-3.18, 2.53, 0.48], [2.20, -1.77, 0.68], [3.52, -1.48, -0.59]], "e_above_lowest_kcal_mol": 31.0, "homo_lumo_gap_ev": 8.60, "lumo_ev": -1.1, "e_homo_ev": -9.65, "largest_force_ev_per_a": 1.2}

---

{"formula": "CH3IO3", "method": "ωB97M-V/def2-TZVPD", "species": ["C", "O", "O", "O", "I", "H", "H", "H"], "xyz": [[-0.05, -0.04, 0.00], [0.07, 1.03, -0.75], [0.52, -1.13, -0.48], [-0.81, 0.00, 1.07], [2.42, 1.05, 1.69], [0.82, 1.20, -1.32], [0.95, -1.81, 0.01], [-0.96, 0.79, 1.57]], "e_above_lowest_kcal_mol": 0.0, "spin_multiplicity": 3, "homo_lumo_gap_ev": [5.70, 6.74], "lumo_ev": [0.6, -3.3], "e_homo_ev": [-5.10, -9.99], "largest_force_ev_per_a": 3.6}

---

{"formula": "CH3IO3S", "method": "ωB97M-V/def2-TZVPD", "species": ["C", "O", "O", "O", "S", "I", "H", "H", "H"], "xyz": [[-0.36, -0.44, 0.71], [1.49, 0.98, -2.29], [0.24, -1.38, 1.50], [0.42, -0.27, -0.47], [0.99, 1.22, -0.98], [-1.16, 2.37, -1.28], [-1.28, -0.68, 0.39], [-0.42, 0.54, 1.07], [0.08, -2.33, 1.35]], "e_above_lowest_kcal_mol": 4.7, "homo_lumo_gap_ev": 9.14, "lumo_ev": -0.7, "e_homo_ev": -9.84, "largest_force_ev_per_a": 3.6}

---

{"formula": "CH3IOS", "method": "ωB97M-V/def2-TZVPD", "species": ["C", "O", "S", "I", "H", "H", "H"], "xyz": [[0.66, -0.16, -0.27], [1.41, -0.92, 0.53], [-1.73, 1.57, 0.04], [-3.20, -0.26, -0.03], [1.99, -0.38, 1.08], [0.87, 0.87, -0.44], [0.00, -0.72, -0.91]], "e_above_lowest_kcal_mol": 40.7, "homo_lumo_gap_ev": [8.05, 5.95], "lumo_ev": [-0.2, -1.8], "e_homo_ev": [-8.24, -7.80], "largest_force_ev_per_a": 1.0}

---

{"formula": "CH3IOS", "method": "ωB97M-V/def2-TZVPD", "species": ["C", "O", "S", "I", "H", "H", "H"], "xyz": [[-0.08, 0.84, 0.75], [-0.97, -1.05, 0.08], [-0.09, -1.72, -1.01], [1.94, 0.48, 0.30], [-0.51, 1.64, 0.11], [-0.09, 0.68, 1.82], [-0.20, -0.86, -2.04]], "e_above_lowest_kcal_mol": 64.1, "homo_lumo_gap_ev": [7.51, 8.21], "lumo_ev": [-0.9, -0.5], "e_homo_ev": [-8.41, -8.67], "largest_force_ev_per_a": 2.0}